# 1
Here is the molecule C3H7Cl2N from the OMol25 dataset. Energies are from ωB97M-V with the def2-TZVPD basis set.

Last column: Mulliken charge in e.
Atoms and positions in Å:
C 0.959 -0.951 -1.115  -1.12
C 0.757 0.388 -0.354  -0.08
Cl 1.159 1.804 -1.379  -0.21
C -0.832 0.725 0.459  -0.14
N -0.846 -0.044 1.676  -0.50
Cl -2.116 0.167 -0.634  -0.19
H 0.485 -0.807 -2.085  0.33
H 0.375 -1.880 -0.628  0.23
H 1.931 -1.252 -1.214  0.39
H 1.453 0.434 0.373  0.41
H -0.798 1.717 0.817  0.44
H -1.384 -0.904 1.695  0.24
H -1.143 0.603 2.389  0.21

LUMO: 0.848 eV
HOMO: -9.521 eV
ΔE to the lowest compared entry with this formula, charge and spin: 117.78 kJ/mol
total charge: 0
structure (SMILES): C[C@@H](Cl)[C@H](N)Cl
orbital gap: 10.369 eV
calculated total energy: -1093.602945 Eh

# 2
Here is the ion C3H7Cl2N2 with charge +1 from the OMol25 dataset. Energies are from ωB97M-V with the def2-TZVPD basis set.

Last column: Mulliken charge in e.
Atoms and positions in Å:
N 1.509 -0.222 -0.532  -0.48
C 0.522 -0.412 0.509  0.18
C -0.129 0.893 0.919  -0.83
N -1.392 0.533 0.366  -0.04
Cl -2.425 1.686 -0.470  -0.04
C -1.067 -0.674 -0.324  -0.24
Cl -2.052 -2.075 -0.010  -0.10
H 2.559 0.051 -0.483  0.36
H 1.154 0.423 -1.238  0.41
H 1.334 -1.164 -1.076  0.40
H 0.663 -1.145 1.312  0.44
H -0.154 1.162 1.956  0.29
H 0.359 1.708 0.484  0.35
H -0.882 -0.764 -1.414  0.31

LUMO: -4.196 eV
HOMO: -13.461 eV
ΔE to the lowest compared entry with this formula, charge and spin: 323.01 kJ/mol
total charge: +1
structure (SMILES): [NH3+][C@H]1CN(Cl)[C@@H]1Cl
orbital gap: 9.264 eV
calculated total energy: -1148.021578 Eh

# 3
Here is a cluster of 2 separate species, C3H7ClN3 in total from the OMol25 dataset. Energies are from ωB97M-V with the def2-TZVPD basis set.

Last column: Mulliken charge in e.
Atoms and positions in Å:
C 3.116 0.567 -0.224  0.49
C 0.687 0.275 0.145  0.16
C -1.100 -1.369 -0.234  -1.03
N 3.598 1.655 -0.343  -0.32
N 0.044 1.340 0.475  -0.27
N 0.340 -0.952 -0.064  -0.08
Cl 3.750 -0.882 0.116  -0.03
H -1.486 -0.645 -0.875  0.40
H -1.457 -1.627 0.773  0.34
H -1.228 -2.235 -0.747  0.38
H 3.212 2.590 -0.309  0.28
H 0.338 2.273 0.209  0.22
H -0.897 1.273 0.830  0.26
H 1.164 -1.521 0.030  0.20

LUMO (alpha / beta): -4.599 / -4.600 eV
HOMO (alpha / beta): -13.013 / -13.011 eV
ΔE to the lowest compared entry with this formula, charge and spin: 363.49 kJ/mol
total charge: +1
orbital gap (alpha / beta): 8.414 / 8.412 eV
calculated total energy: -742.592615 Eh

# 4
Here is the molecule C3H7ClNOP from the OMol25 dataset. Energies are from ωB97M-V with the def2-TZVPD basis set.

Last column: Mulliken charge in e.
Atoms and positions in Å:
C -0.921 -0.009 2.484  -0.71
C -0.239 -0.637 1.580  -0.14
C -0.921 -0.855 0.192  -0.25
O 0.021 -0.512 -0.960  -0.26
P 1.270 0.567 -0.930  0.29
N 1.662 0.426 -2.523  -0.41
Cl 0.096 2.388 -1.269  -0.34
H -0.558 0.159 3.503  0.25
H -1.803 0.454 2.250  0.25
H 0.713 -1.097 1.707  0.37
H -0.995 -1.924 -0.036  0.22
H -1.811 -0.239 0.000  0.26
H 2.559 0.788 -2.845  0.23
H 0.926 0.490 -3.152  0.25

LUMO: 1.082 eV
HOMO: -9.518 eV
ΔE to the lowest compared entry with this formula, charge and spin: 68.17 kJ/mol
total charge: 0
structure (SMILES): C=CCOP(N)Cl
orbital gap: 10.600 eV
calculated total energy: -1050.061327 Eh

# 5
Here is a structure of composition C3H7ClO from the OMol25 dataset. Energies are from ωB97M-V with the def2-TZVPD basis set.

Last column: Mulliken charge in e.
Atoms and positions in Å:
C -1.454 0.348 0.556  -0.75
C -0.148 0.115 -0.528  0.43
C 0.980 -0.628 0.014  -0.86
H -2.280 -0.625 0.119  0.22
H -0.761 -0.225 1.805  0.20
H -1.889 1.675 0.675  0.28
H -0.416 -0.298 -1.614  0.29
H 1.649 1.289 -0.877  0.32
H 2.077 -0.290 -0.340  0.19
H 1.057 -0.363 1.019  0.45
O 0.327 1.388 -0.599  -0.58
Cl 0.859 -2.387 -0.229  -0.20

LUMO: 0.036 eV
HOMO: -10.156 eV
ΔE to the lowest compared entry with this formula, charge and spin: 614.12 kJ/mol
total charge: 0
orbital gap: 10.191 eV
calculated total energy: -653.684686 Eh

# 6
Here is the molecule C3H7ClO2 from the OMol25 dataset. Energies are from ωB97M-V with the def2-TZVPD basis set.

Last column: Mulliken charge in e.
Atoms and positions in Å:
O -2.277 -0.493 -0.342  -0.53
C -1.195 0.415 0.033  -0.36
C 0.125 -0.059 -0.306  0.04
O 0.030 -1.349 0.332  -0.64
C 1.406 0.747 0.190  -0.38
Cl 2.804 -0.443 -0.230  -0.22
H -1.670 -1.503 -0.331  0.36
H -1.689 1.302 -0.648  0.23
H -1.303 0.676 1.155  0.26
H 0.198 -0.177 -1.371  0.24
H 0.951 -1.901 0.476  0.38
H 1.565 1.879 -0.225  0.32
H 1.055 0.906 1.266  0.29

LUMO: 0.495 eV
HOMO: -9.878 eV
ΔE to the lowest compared entry with this formula, charge and spin: 321.88 kJ/mol
total charge: 0
structure (SMILES): OC[C@H](O)CCl
orbital gap: 10.373 eV
calculated total energy: -729.068671 Eh

What is the ΔE to the lowest compared entry with this formula, charge and spin in the first record?
117.78 kJ/mol

What is the total charge in the first record?
0

Look up the ΔE to the lowest compared entry with this formula, charge and spin of the sixth one.
321.88 kJ/mol

What is the formula in the fourth record?
C3H7ClNOP